(1)
Here is a 18-piece molecular cluster, C48H72N18O6 overall from OMol25. Energies are from the ωB97M-V functional and the def2-TZVPD basis.

The HOMO-LUMO gap is 8.714 eV. The spin multiplicity is 1. For the LUMO energy, the calculation gives -0.192 eV. For the energy, the calculation gives -90043.967 eV.

Atoms and positions in Å:
C  1.388  -2.132  2.420
C  0.874  -2.804  1.568
C  0.480  -3.706  0.510
C  1.612  -4.575  -0.067
C  2.635  -4.810  1.044
O  3.680  -4.233  1.018
O  2.365  -5.696  2.030
O  -0.336  -4.740  1.190
C  -1.202  -5.203  0.249
O  -1.977  -6.076  0.411
O  -0.997  -4.508  -0.924
C  -0.668  -3.186  -0.421
C  -0.404  -2.235  -1.553
C  1.023  -2.216  -2.116
C  2.051  -1.521  -1.226
C  1.531  -0.243  -0.590
N  2.609  0.643  -0.132
O  -1.741  -2.892  0.438
C  -2.340  -1.610  0.298
C  -3.389  -1.370  1.350
C  -3.975  0.019  1.085
H  1.893  -1.474  3.069
H  1.275  -5.549  -0.398
H  2.188  -4.123  -0.858
H  1.897  -5.287  2.768
H  -0.658  -1.207  -1.381
H  -1.034  -2.561  -2.370
H  0.958  -1.619  -3.021
H  1.334  -3.195  -2.457
H  2.497  -2.163  -0.474
H  2.886  -1.234  -1.863
H  0.873  -0.500  0.245
H  0.909  0.296  -1.301
H  2.894  0.309  0.783
H  2.157  1.529  0.066
H  -1.573  -0.839  0.379
H  -2.779  -1.492  -0.693
H  -2.989  -1.456  2.352
H  -4.190  -2.086  1.208
H  -3.176  0.690  0.791
H  -4.516  0.387  1.945
H  -4.665  -0.028  0.252
C  6.485  -5.454  -0.875
C  6.672  -5.504  -2.324
N  6.819  -5.544  -3.462
H  7.028  -6.271  -0.406
H  6.856  -4.509  -0.488
H  5.428  -5.543  -0.634
C  0.052  1.478  -4.078
C  -0.990  0.587  -3.567
N  -1.768  -0.148  -3.151
H  -0.070  2.475  -3.660
H  1.032  1.097  -3.803
H  -0.014  1.535  -5.162
C  -1.592  3.141  0.618
C  -0.361  3.034  -0.165
N  0.605  2.954  -0.780
H  -1.518  2.526  1.513
H  -1.753  4.177  0.910
H  -2.430  2.805  0.018
C  3.423  3.920  -3.151
C  3.190  2.962  -4.228
N  2.982  2.227  -5.076
H  4.387  3.728  -2.685
H  3.415  4.927  -3.560
H  2.640  3.833  -2.399
C  -0.397  -8.806  1.447
C  -0.229  -9.885  0.475
N  -0.126  -10.734  -0.290
H  0.559  -8.318  1.633
H  -1.100  -8.070  1.063
H  -0.778  -9.211  2.383
C  -3.805  -10.303  -0.063
C  -4.887  -10.218  0.917
N  -5.734  -10.149  1.688
H  -4.209  -10.232  -1.070
H  -3.102  -9.488  0.095
H  -3.280  -11.249  0.045
C  3.009  6.761  -6.926
C  3.288  7.007  -5.514
N  3.502  7.202  -4.403
H  2.526  7.632  -7.363
H  3.939  6.564  -7.456
H  2.351  5.898  -7.021
C  -0.677  6.026  -3.433
C  -0.088  5.322  -4.564
N  0.388  4.716  -5.415
H  -1.671  6.385  -3.691
H  -0.756  5.345  -2.588
H  -0.053  6.874  -3.158
C  2.848  2.922  3.447
C  1.685  2.074  3.195
N  0.697  1.522  3.001
H  3.118  3.461  2.543
H  2.610  3.641  4.231
H  3.688  2.316  3.761
C  -5.483  4.211  -0.806
C  -4.209  4.088  -1.506
N  -3.207  3.990  -2.057
H  -5.478  3.590  0.089
H  -5.644  5.248  -0.524
H  -6.292  3.888  -1.457
C  -3.975  -2.683  -5.148
C  -5.070  -1.919  -5.745
N  -5.929  -1.319  -6.213
H  -4.244  -2.983  -4.138
H  -3.777  -3.572  -5.743
H  -3.077  -2.069  -5.107
C  -1.149  -7.913  5.414
C  0.016  -7.286  4.795
N  0.920  -6.813  4.270
H  -1.092  -8.994  5.296
H  -1.179  -7.671  6.474
H  -2.058  -7.549  4.939
C  -6.309  6.951  -4.313
C  -5.930  7.131  -2.913
N  -5.630  7.272  -1.815
H  -6.863  7.821  -4.659
H  -5.416  6.830  -4.923
H  -6.933  6.066  -4.415
C  -1.331  1.687  6.216
C  -2.174  2.873  6.352
N  -2.837  3.804  6.457
H  -0.707  1.780  5.328
H  -0.694  1.585  7.092
H  -1.952  0.799  6.121
C  3.829  7.333  3.708
C  4.185  6.239  2.807
N  4.456  5.380  2.095
H  4.670  8.015  3.812
H  2.977  7.878  3.310
H  3.572  6.934  4.688
C  -0.616  8.130  4.527
C  0.392  8.919  3.820
N  1.184  9.537  3.264
H  -0.359  7.074  4.479
H  -0.662  8.440  5.569
H  -1.590  8.280  4.067
C  5.797  -1.161  4.305
C  4.640  -0.553  3.655
N  3.732  -0.084  3.132
H  5.526  -1.490  5.306
H  6.132  -2.018  3.724
H  6.605  -0.435  4.372

=====

(2)
Here is a 12-piece molecular cluster, C48H72O36 overall from OMol25. Energies are from the ωB97M-V functional and the def2-TZVPD basis.

The SMILES is C[C@H]1COC(=O)O1.C[C@H]1COC(=O)O1.C[C@H]1COC(=O)O1.C[C@H]1COC(=O)O1.C[C@H]1COC(=O)O1.C[C@H]1COC(=O)O1.C[C@H]1COC(=O)O1.C[C@H]1COC(=O)O1.C[C@H]1COC(=O)O1.C[C@H]1COC(=O)O1.C[C@H]1COC(=O)O1.C[C@H]1COC(=O)O1. The HOMO-LUMO gap is 10.431 eV. The spin multiplicity is 1. For the LUMO energy, the calculation gives -0.082 eV. For the energy, the calculation gives -124656.339 eV.

Atoms and positions in Å:
C  3.584  2.130  -3.603
C  3.066  1.650  -2.263
C  2.818  0.124  -2.279
O  3.464  -0.333  -1.095
C  4.255  0.615  -0.585
O  5.113  0.396  0.212
O  4.066  1.785  -1.245
H  2.843  1.877  -4.362
H  4.528  1.630  -3.829
H  3.819  3.193  -3.648
H  2.146  2.124  -1.920
H  3.317  -0.368  -3.118
H  1.775  -0.183  -2.232
C  -4.177  5.524  1.807
C  -3.798  4.101  1.433
C  -4.402  2.996  2.346
O  -5.145  2.177  1.443
C  -5.185  2.759  0.215
O  -5.846  2.358  -0.686
O  -4.353  3.791  0.168
H  -3.781  5.846  2.768
H  -5.265  5.604  1.768
H  -3.789  6.255  1.097
H  -2.716  3.967  1.494
H  -5.065  3.434  3.093
H  -3.658  2.395  2.864
C  2.200  -5.441  -0.559
C  3.485  -6.043  -1.063
C  3.242  -6.866  -2.340
O  4.240  -6.334  -3.260
C  4.799  -5.229  -2.729
O  5.655  -4.619  -3.286
O  4.310  -4.954  -1.497
H  2.396  -5.030  0.436
H  1.357  -6.128  -0.492
H  1.899  -4.590  -1.171
H  3.988  -6.721  -0.373
H  2.313  -6.642  -2.867
H  3.363  -7.943  -2.261
C  -1.326  5.015  -0.893
C  -1.245  6.508  -0.720
C  0.155  7.017  -0.476
O  0.493  7.949  -1.483
C  -0.531  7.972  -2.367
O  -0.521  8.521  -3.414
O  -1.550  7.158  -1.966
H  -2.324  4.642  -1.121
H  -0.978  4.502  0.007
H  -0.657  4.694  -1.696
H  -1.920  6.828  0.070
H  0.923  6.240  -0.457
H  0.260  7.457  0.518
C  5.451  -4.677  1.750
C  4.816  -3.295  1.929
C  4.388  -2.459  0.715
O  3.054  -2.096  1.089
C  2.656  -2.693  2.196
O  1.566  -2.578  2.691
O  3.626  -3.464  2.716
H  6.192  -4.788  0.958
H  4.725  -5.488  1.703
H  6.022  -4.856  2.665
H  5.535  -2.708  2.505
H  4.605  -3.094  -0.144
H  5.032  -1.587  0.635
C  -3.140  -0.652  -4.487
C  -2.475  -0.498  -3.134
C  -2.637  0.876  -2.467
O  -3.004  0.540  -1.123
C  -3.413  -0.771  -1.090
O  -3.765  -1.299  -0.085
O  -3.198  -1.369  -2.259
H  -2.685  -0.101  -5.309
H  -4.199  -0.418  -4.377
H  -3.100  -1.703  -4.783
H  -1.420  -0.781  -3.125
H  -3.436  1.431  -2.957
H  -1.665  1.364  -2.496
C  -4.519  -2.318  2.108
C  -4.772  -1.771  3.492
C  -4.056  -0.444  3.775
O  -5.077  0.474  4.085
C  -6.278  -0.167  4.048
O  -7.307  0.387  4.279
O  -6.169  -1.394  3.552
H  -5.230  -3.054  1.740
H  -3.457  -2.545  1.968
H  -4.624  -1.525  1.353
H  -4.634  -2.527  4.267
H  -3.436  -0.205  2.905
H  -3.311  -0.600  4.560
C  -0.528  -4.810  1.958
C  -1.684  -5.807  2.048
C  -1.729  -6.747  0.837
O  -2.428  -7.840  1.381
C  -2.037  -7.942  2.664
O  -2.168  -8.886  3.379
O  -1.428  -6.798  3.056
H  -0.346  -4.296  2.902
H  -0.831  -3.984  1.310
H  0.356  -5.357  1.644
H  -2.642  -5.300  2.176
H  -0.733  -7.074  0.515
H  -2.157  -6.235  -0.026
C  -1.354  -4.007  -3.599
C  -2.682  -4.730  -3.669
C  -2.891  -5.644  -4.901
O  -3.343  -6.865  -4.349
C  -3.206  -6.866  -3.018
O  -3.443  -7.772  -2.285
O  -2.747  -5.666  -2.589
H  -1.301  -3.417  -2.684
H  -1.164  -3.351  -4.449
H  -0.539  -4.732  -3.535
H  -3.478  -4.000  -3.499
H  -1.998  -5.737  -5.519
H  -3.706  -5.247  -5.509
C  -0.202  1.709  0.366
C  0.248  0.322  0.842
C  -0.851  -0.667  1.194
O  -0.708  -1.675  0.212
C  0.275  -1.393  -0.648
O  0.540  -2.099  -1.575
O  0.862  -0.237  -0.348
H  0.670  2.308  0.107
H  -0.790  2.288  1.088
H  -0.949  1.662  -0.431
H  1.056  0.368  1.570
H  -1.892  -0.340  1.185
H  -0.623  -1.091  2.176
C  1.375  3.159  3.114
C  0.727  4.400  3.734
C  1.607  5.647  3.696
O  0.768  6.676  3.189
C  -0.399  6.150  2.780
O  -1.304  6.790  2.341
O  -0.369  4.815  2.911
H  1.692  3.354  2.085
H  0.565  2.437  2.998
H  2.289  2.865  3.624
H  0.390  4.212  4.755
H  2.479  5.437  3.072
H  1.954  5.975  4.675
C  5.303  7.005  -1.119
C  5.302  5.559  -0.643
C  5.197  5.467  0.880
O  4.042  4.698  1.113
C  3.299  4.622  0.007
O  2.181  4.211  -0.050
O  4.023  5.024  -1.042
H  6.262  7.484  -0.928
H  4.474  7.577  -0.697
H  5.076  7.032  -2.187
H  6.047  4.970  -1.175
H  5.203  6.445  1.363
H  6.087  4.989  1.298

=====

(3)
Here is a 12-piece molecular cluster, C48H72O36 overall from OMol25. Energies are from the ωB97M-V functional and the def2-TZVPD basis.

The SMILES is C[C@H]1COC(=O)O1.C[C@H]1COC(=O)O1.C[C@H]1COC(=O)O1.C[C@H]1COC(=O)O1.C[C@H]1COC(=O)O1.C[C@H]1COC(=O)O1.C[C@H]1COC(=O)O1.C[C@H]1COC(=O)O1.C[C@H]1COC(=O)O1.C[C@H]1COC(=O)O1.C[C@H]1COC(=O)O1.C[C@H]1COC(=O)O1. The HOMO-LUMO gap is 9.923 eV. The spin multiplicity is 1. For the LUMO energy, the calculation gives -0.432 eV. For the energy, the calculation gives -124651.137 eV.

Atoms and positions in Å:
C  3.397  -0.088  3.322
C  4.075  1.237  3.634
C  2.977  2.126  4.280
O  3.382  2.108  5.687
C  4.599  1.606  5.802
O  5.236  1.706  6.827
O  5.035  1.066  4.689
H  3.984  -0.747  2.682
H  2.550  0.143  2.670
H  2.968  -0.610  4.176
H  4.545  1.755  2.802
H  1.950  1.802  4.140
H  3.103  3.145  3.912
C  -0.021  -6.153  2.372
C  0.985  -5.465  3.299
C  2.409  -6.111  3.417
O  3.309  -5.104  3.043
C  2.676  -4.064  2.536
O  3.090  -3.027  2.120
O  1.328  -4.221  2.643
H  -0.209  -7.181  2.708
H  0.239  -6.155  1.317
H  -1.043  -5.915  2.677
H  0.429  -5.433  4.237
H  2.403  -6.853  2.619
H  2.472  -6.564  4.404
C  -5.786  -2.665  6.553
C  -4.907  -3.410  5.574
C  -5.555  -3.972  4.225
O  -4.357  -4.013  3.485
C  -3.622  -2.926  3.821
O  -2.605  -2.607  3.275
O  -4.023  -2.432  4.973
H  -6.363  -1.944  5.968
H  -5.237  -1.989  7.211
H  -6.482  -3.188  7.206
H  -4.385  -4.249  6.034
H  -6.361  -3.404  3.759
H  -5.908  -4.993  4.363
C  -0.963  4.363  -5.688
C  -1.650  4.003  -4.370
C  -3.065  3.462  -4.475
O  -2.835  2.102  -4.351
C  -1.645  1.739  -3.978
O  -1.249  0.609  -3.923
O  -0.947  2.918  -3.815
H  -1.106  3.466  -6.293
H  0.111  4.385  -5.495
H  -1.245  5.340  -6.075
H  -1.577  4.808  -3.636
H  -3.413  3.796  -5.452
H  -3.654  3.856  -3.649
C  -5.343  -1.708  -0.016
C  -6.630  -2.067  -0.783
C  -6.915  -1.131  -1.945
O  -7.650  -2.001  -2.789
C  -7.358  -3.289  -2.524
O  -7.696  -4.171  -3.297
O  -6.613  -3.338  -1.421
H  -5.350  -0.641  0.232
H  -4.434  -1.619  -0.613
H  -5.175  -2.281  0.893
H  -7.610  -2.025  -0.302
H  -6.032  -0.633  -2.350
H  -7.607  -0.355  -1.617
C  1.124  5.742  4.874
C  0.003  4.774  4.741
C  -1.349  5.498  4.563
O  -1.961  4.557  3.650
C  -0.977  3.791  2.998
O  -1.144  3.223  1.953
O  0.206  4.128  3.496
H  1.295  6.303  3.958
H  1.965  5.048  4.992
H  1.276  6.283  5.807
H  -0.037  4.080  5.579
H  -1.430  6.523  4.206
H  -1.878  5.439  5.514
C  2.043  0.014  -4.435
C  1.882  0.982  -5.621
C  2.425  0.357  -6.924
O  1.267  0.244  -7.784
C  0.346  1.106  -7.354
O  -0.510  1.672  -7.991
O  0.567  1.326  -6.023
H  3.079  0.059  -4.100
H  1.489  -0.915  -4.313
H  1.608  0.518  -3.562
H  2.268  1.946  -5.289
H  2.787  -0.669  -6.878
H  3.202  0.914  -7.450
C  0.798  3.632  -0.794
C  1.815  2.991  -1.717
C  2.082  3.870  -2.991
O  3.427  3.499  -3.221
C  4.018  3.077  -2.119
O  5.176  2.749  -1.990
O  3.080  2.888  -1.187
H  0.833  4.722  -0.845
H  0.979  3.348  0.244
H  -0.250  3.384  -0.960
H  1.469  1.978  -1.938
H  2.167  4.953  -2.877
H  1.573  3.572  -3.905
C  -3.694  3.672  -0.604
C  -4.742  4.661  -0.133
C  -4.610  4.990  1.330
O  -4.628  6.436  1.360
C  -4.751  6.918  0.130
O  -5.148  8.013  -0.151
O  -4.499  5.933  -0.755
H  -3.956  2.712  -0.159
H  -2.680  4.053  -0.475
H  -3.673  3.530  -1.686
H  -5.729  4.249  -0.347
H  -3.700  4.560  1.749
H  -5.446  4.469  1.797
C  3.085  -5.263  -2.198
C  3.853  -5.649  -0.931
C  3.238  -6.832  -0.190
O  4.354  -7.636  -0.031
C  5.473  -7.160  -0.685
O  6.542  -7.738  -0.737
O  5.089  -6.073  -1.346
H  3.338  -5.891  -3.053
H  3.319  -4.288  -2.631
H  2.024  -5.147  -1.974
H  3.873  -4.818  -0.222
H  2.515  -7.534  -0.610
H  2.973  -6.520  0.822
C  -1.395  0.474  -0.198
C  0.004  0.117  0.226
C  0.086  -1.112  1.177
O  0.442  -2.109  0.241
C  1.053  -1.567  -0.796
O  1.547  -2.252  -1.662
O  0.796  -0.250  -0.891
H  -1.486  0.211  -1.255
H  -1.658  1.526  -0.109
H  -2.151  -0.173  0.249
H  0.474  0.928  0.785
H  -0.868  -1.520  1.509
H  0.877  -1.189  1.924
C  4.832  -0.461  -0.665
C  4.866  -1.375  -1.863
C  5.367  -0.896  -3.141
O  6.732  -1.131  -2.977
C  6.906  -2.196  -2.168
O  7.826  -2.953  -2.071
O  5.736  -2.410  -1.432
H  4.781  -0.948  0.312
H  3.857  0.027  -0.556
H  5.625  0.279  -0.551
H  3.860  -1.776  -2.006
H  5.110  0.143  -3.354
H  5.021  -1.435  -4.028

=====

We obtain max |F| values of 0.035, 0.049, 0.078 Eh/bohr for the records listed above, in that order.